Entry 1:
DFT (ωB97M-V with the def2-TZVPD basis set) results for a molecular structure, C43H52ClIIrN5O3.

Geometry as XYZ:
```
106
C43H52ClIIrN5O3 (ωB97M-V with the def2-TZVPD basis set)
Ir -0.532 -0.525 -0.191
C 4.682 0.510 2.734
C 3.942 0.573 1.393
C 4.670 1.534 0.450
C 3.808 -0.807 0.782
C 4.970 -1.416 0.330
C 4.960 -2.664 -0.256
C 3.760 -3.334 -0.402
C 2.568 -2.772 0.025
C 1.301 -3.582 -0.080
C 1.170 -4.489 1.148
C 1.244 -4.436 -1.348
C 2.580 -1.500 0.631
N 1.420 -0.884 1.120
C 1.454 -0.540 2.367
C 0.781 0.500 3.069
C 1.260 0.750 4.371
C 0.938 1.885 5.073
C 0.085 2.828 4.492
C -0.468 2.589 3.266
C -0.179 1.409 2.509
N -0.810 1.188 1.365
C -1.769 2.080 0.871
C -3.129 2.018 1.274
C -4.055 2.782 0.559
C -3.692 3.590 -0.498
C -2.349 3.741 -0.789
C -1.372 3.033 -0.106
C 0.059 3.451 -0.392
C 0.616 4.261 0.787
C 1.033 2.355 -0.809
C -3.771 1.276 2.450
C -4.701 0.146 1.971
C -2.896 0.730 3.577
H 4.670 1.491 3.204
H 5.716 0.211 2.594
H 4.219 -0.199 3.415
H 2.954 0.999 1.580
H 5.657 1.164 0.188
H 4.789 2.502 0.932
H 4.106 1.668 -0.467
H 5.914 -0.908 0.453
H 5.880 -3.116 -0.594
H 3.759 -4.322 -0.833
H 0.460 -2.876 -0.097
H 2.011 -5.178 1.200
H 0.252 -5.069 1.091
H 1.157 -3.906 2.066
H 1.837 -5.340 -1.246
H 1.610 -3.882 -2.209
H 0.218 -4.735 -1.547
H 2.210 -1.039 2.979
H 1.932 0.030 4.816
H 1.352 2.059 6.054
H -0.151 3.740 5.019
H -1.164 3.292 2.836
H -5.094 2.753 0.857
H -4.437 4.152 -1.045
H -2.048 4.441 -1.555
H -0.007 4.139 -1.242
H 0.925 3.620 1.609
H -0.126 4.967 1.160
H 1.483 4.827 0.459
H 1.204 1.624 -0.021
H 1.992 2.806 -1.061
H 0.657 1.841 -1.688
H -4.417 2.037 2.911
H -4.125 -0.734 1.699
H -5.325 0.451 1.130
H -5.368 -0.132 2.783
H -2.169 0.003 3.226
H -3.542 0.237 4.301
H -2.368 1.523 4.101
Cl 0.831 -2.967 -6.885
C 0.933 -2.261 -5.323
C 2.051 -1.521 -4.981
C 2.157 -0.965 -3.724
I 3.833 0.134 -3.141
C 1.150 -1.098 -2.731
O 1.272 -0.584 -1.597
C -0.007 -1.892 -3.101
N -0.941 -2.056 -2.157
C -1.977 -2.823 -2.419
C -2.180 -3.439 -3.655
C -1.261 -3.240 -4.656
C -0.117 -2.467 -4.391
H 2.842 -1.387 -5.705
H -2.681 -2.978 -1.615
H -3.048 -4.059 -3.815
H -1.394 -3.676 -5.632
C -3.664 2.424 -4.021
O -2.378 1.995 -3.598
C -2.208 1.123 -2.614
O -1.090 0.746 -2.337
N -3.311 0.633 -1.974
N -3.077 -0.174 -0.843
H -3.477 3.128 -4.830
H -4.200 2.940 -3.220
H -4.249 1.582 -4.399
H -4.190 1.139 -2.009
H -3.567 -1.062 -0.935
H -3.374 0.309 0.005
C -1.585 -2.048 1.203
H -2.302 -2.633 0.636
H -2.100 -1.514 1.993
H -0.888 -2.729 1.670
```

Results
HOMO energy (alpha / beta): -9.5996 / -9.5539 eV
E_tot: -3031.14302 hartree
Orbital gap (alpha / beta): 4.97 / 4.83 eV
Net charge: +1
2S+1: 2
Energy relative to the best compared isomer or geometry (same formula, charge and spin): 287.5 kJ/mol

Here are the Löwdin charges for atoms 1 to 99, given in e:
1. Ir 1.4426
2. C -0.0446
3. C -0.3667
4. C -0.0631
5. C -0.1279
6. C -0.0476
7. C -0.0467
8. C -0.0185
9. C -0.1378
10. C -0.3840
11. C -0.0504
12. C -0.0521
13. C -0.1788
14. N 0.0524
15. C -0.0842
16. C -0.1321
17. C -0.0301
18. C -0.0677
19. C -0.0515
20. C -0.0631
21. C -0.2611
22. N 0.0293
23. C -0.2157
24. C -0.1496
25. C -0.0558
26. C -0.0769
27. C -0.0356
28. C -0.1286
29. C -0.3351
30. C -0.0375
31. C -0.0699
32. C -0.3330
33. C -0.0648
34. C -0.0485
35. H 0.0858
36. H 0.0840
37. H 0.0672
38. H 0.1081
39. H 0.0748
40. H 0.0862
41. H 0.0181
42. H 0.1139
43. H 0.1135
44. H 0.1159
45. H 0.0523
46. H 0.0898
47. H 0.0833
48. H 0.0729
49. H 0.0835
50. H 0.0793
51. H 0.0793
52. H 0.1428
53. H 0.1173
54. H 0.1073
55. H 0.1191
56. H 0.1208
57. H 0.1214
58. H 0.1106
59. H 0.1250
60. H 0.1333
61. H 0.0615
62. H 0.0891
63. H 0.0867
64. H 0.0420
65. H 0.0853
66. H 0.0512
67. H 0.1438
68. H 0.0558
69. H 0.0763
70. H 0.0910
71. H 0.0532
72. H 0.0927
73. H 0.0734
74. Cl 0.7238
75. C -0.6205
76. C -0.1575
77. C -0.6049
78. I 1.0243
79. C -0.4652
80. O -0.1919
81. C -0.1810
82. N 0.0582
83. C -0.1374
84. C -0.0279
85. C 0.0018
86. C -0.1658
87. H 0.1028
88. H 0.0950
89. H 0.1121
90. H 0.0960
91. C -0.0339
92. O 0.0207
93. C -0.5558
94. O 0.0216
95. N 0.0700
96. N 0.0594
97. H 0.1088
98. H 0.0803
99. H 0.1056

Entry 2:
DFT (ωB97M-V with the def2-TZVPD basis set) results for a molecular structure, C43H53BrF5N10O4RbS2Te.

Geometry as XYZ:
```
120
C43H53BrF5N10O4RbS2Te (ωB97M-V with the def2-TZVPD basis set)
Rb 1.743 -1.364 0.657
Br 2.632 -4.504 7.477
C 2.951 -3.478 5.894
C 3.608 -4.067 4.801
C 3.842 -3.335 3.668
C 3.444 -1.951 3.525
O 3.679 -1.303 2.483
C 2.727 -1.409 4.659
C 2.129 -0.089 4.662
N 2.125 0.759 3.706
C 1.519 1.989 3.935
C 1.886 2.814 4.973
C 1.293 4.083 5.149
C 0.329 4.532 4.294
C -0.083 3.714 3.211
C -1.100 4.100 2.305
C -1.455 3.258 1.292
C -0.779 2.020 1.173
N 0.154 1.626 2.001
C 0.511 2.448 3.017
C 2.515 -2.180 5.811
H 3.921 -5.103 4.855
H 4.336 -3.786 2.815
H 1.593 0.156 5.593
H 2.667 2.481 5.647
H 1.614 4.703 5.979
H -0.134 5.503 4.428
H -1.587 5.061 2.435
H -2.237 3.505 0.586
H -1.051 1.357 0.359
H 1.972 -1.738 6.641
C -1.131 -3.458 0.051
C -0.721 -4.317 1.262
N 0.184 -3.658 2.187
C -0.148 -3.672 3.594
C -1.363 -2.822 3.964
S -1.196 -1.087 3.476
C -2.562 -0.884 2.294
C -2.671 -1.917 1.182
N -1.465 -2.098 0.402
H -0.307 -3.425 -0.664
H -1.962 -3.999 -0.443
H -1.620 -4.618 1.813
H -0.283 -5.242 0.869
H 1.138 -3.964 2.068
H -0.342 -4.692 3.978
H 0.722 -3.294 4.134
H -2.271 -3.222 3.511
H -1.503 -2.878 5.046
H -3.515 -0.823 2.829
H -2.386 0.088 1.842
H -2.945 -2.882 1.619
H -3.517 -1.612 0.549
H -1.476 -1.465 -0.391
N 3.937 0.614 -3.492
C 4.361 -0.683 -3.699
C 4.225 -1.309 -2.496
N 3.708 -0.441 -1.570
C 3.545 0.695 -2.185
C 2.986 1.906 -1.597
N 2.172 1.955 -0.579
C 1.885 3.277 -0.388
C 2.531 4.046 -1.311
N 3.234 3.156 -2.095
H 3.746 1.291 -4.208
H 4.694 -1.031 -4.661
H 4.445 -2.332 -2.241
H 1.222 3.594 0.399
H 2.557 5.107 -1.482
H 3.908 3.391 -2.801
C 1.131 -3.119 -4.095
N 0.826 -1.936 -4.875
C 0.049 -2.233 -6.069
C 0.573 -0.769 -4.190
S 0.408 -0.662 -2.554
N 0.466 0.343 -5.006
C -0.083 1.561 -4.444
C 1.415 0.549 -6.077
H 1.568 -3.869 -4.756
H 0.236 -3.533 -3.616
H 1.830 -2.873 -3.305
H -0.837 -2.824 -5.807
H 0.651 -2.817 -6.770
H -0.284 -1.323 -6.557
H -0.964 1.326 -3.849
H -0.380 2.209 -5.275
H 0.650 2.088 -3.820
H 1.956 -0.369 -6.289
H 2.144 1.326 -5.794
H 0.917 0.891 -6.990
F 1.521 -6.015 -1.639
Te 2.962 -4.945 -1.070
F 3.880 -6.573 -1.023
F 4.623 -4.248 -0.528
F 2.543 -5.358 0.722
F 3.579 -4.889 -2.854
O 2.107 -3.387 -1.071
C -5.780 5.881 0.247
C -5.136 4.646 -0.330
C -4.069 4.741 -1.213
C -3.448 3.608 -1.734
C -2.277 3.754 -2.667
C -3.897 2.341 -1.350
C -4.965 2.228 -0.458
C -5.436 0.873 0.001
C -5.577 3.379 0.030
C -3.161 1.085 -1.835
O -3.215 0.829 -3.055
O -2.583 0.467 -0.911
H -5.563 6.759 -0.364
H -5.414 6.083 1.257
H -6.865 5.772 0.309
H -3.706 5.722 -1.507
H -2.087 4.806 -2.891
H -2.462 3.209 -3.591
H -1.372 3.327 -2.224
H -5.288 0.120 -0.772
H -6.493 0.901 0.274
H -4.861 0.546 0.871
H -6.415 3.281 0.716
```

Results
HOMO energy: -2.3320 eV
E_tot: -6680.94101 hartree
Orbital gap: 5.57 eV
Net charge: -2
Energy relative to the best compared isomer or geometry (same formula, charge and spin): 232.3 kJ/mol

Here are the Löwdin charges for atoms 1 to 99, given in e:
1. Rb 0.6994
2. Br 0.6154
3. C -0.7260
4. C -0.1526
5. C -0.0191
6. C -0.4494
7. O -0.1905
8. C -0.1471
9. C -0.1223
10. N 0.1333
11. C -0.2131
12. C -0.0378
13. C -0.1060
14. C -0.0726
15. C -0.1704
16. C -0.0266
17. C -0.0267
18. C -0.1416
19. N 0.1332
20. C -0.1636
21. C -0.1370
22. H 0.0916
23. H 0.1082
24. H 0.1219
25. H 0.1041
26. H 0.0901
27. H 0.0966
28. H 0.1066
29. H 0.0904
30. H 0.0936
31. H 0.0985
32. C -0.2263
33. C -0.2046
34. N -0.0874
35. C -0.2858
36. C -0.4629
37. S 0.8745
38. C -0.4664
39. C -0.2839
40. N -0.0711
41. H 0.0762
42. H 0.1153
43. H 0.1016
44. H 0.1099
45. H 0.0727
46. H 0.1167
47. H 0.0900
48. H 0.0580
49. H 0.0645
50. H 0.0687
51. H 0.0376
52. H 0.0916
53. H 0.1061
54. H 0.0571
55. N 0.0986
56. C -0.0902
57. C -0.1270
58. N 0.1057
59. C -0.3192
60. C -0.2933
61. N 0.1519
62. C -0.1206
63. C -0.0977
64. N 0.0870
65. H 0.1223
66. H 0.1027
67. H 0.0834
68. H 0.0862
69. H 0.0959
70. H 0.1395
71. C -0.1081
72. N -0.2233
73. C -0.0671
74. C -0.7495
75. S 0.8181
76. N -0.2284
77. C -0.1084
78. C -0.0879
79. H 0.0886
80. H 0.0958
81. H 0.0236
82. H 0.0935
83. H 0.0830
84. H 0.0745
85. H 0.0456
86. H 0.0879
87. H 0.0775
88. H 0.0808
89. H 0.0687
90. H 0.0826
91. F -0.3950
92. Te 1.7320
93. F -0.3856
94. F -0.3894
95. F -0.3859
96. F -0.3970
97. O -0.7269
98. C -0.0718
99. C -0.2920